Record 1
{"formula": "C12H31INOP", "method": "ωB97M-V with the def2-TZVPD basis set", "molar_mass_g_mol": 363.264, "smiles": "CC(C)CC[PH3]C[C@H](C)I.COC[C@@H](C)N", "lumo_energy_ev": 0.62, "total_charge": 0, "species": ["C", "C", "C", "C", "C", "P", "C", "C", "C", "I", "H", "H", "H", "H", "H", "H", "H", "H", "H", "H", "H", "H", "H", "H", "H", "H", "H", "H", "H", "H", "C", "C", "C", "O", "C", "N", "H", "H", "H", "H", "H", "H", "H", "H", "H", "H", "H"], "xyz": [[0.875, -0.701, 1.533], [-0.649, -0.811, 1.544], [-1.244, -0.470, 2.915], [-1.397, -0.004, 0.434], [-0.570, 1.000, -0.376], [0.146, 2.483, 0.601], [0.912, 3.937, 1.599], [0.059, 4.574, 2.681], [0.180, 3.824, 4.009], [-2.035, 4.806, 2.137], [1.272, -1.603, 1.994], [1.307, -0.646, 0.541], [1.200, 0.130, 2.154], [-0.887, -1.856, 1.372], [-2.203, -0.975, 3.004], [-0.615, -0.805, 3.737], [-1.443, 0.592, 3.010], [-1.821, -0.720, -0.265], [-2.220, 0.536, 0.897], [0.245, 0.500, -0.896], [-1.222, 1.398, -1.154], [-0.583, 3.395, -0.200], [-0.466, 2.019, 1.794], [1.477, 2.115, 0.212], [1.266, 4.669, 0.876], [1.791, 3.518, 2.085], [0.388, 5.590, 2.840], [-0.692, 4.014, 4.623], [0.309, 2.760, 3.847], [1.058, 4.215, 4.515], [0.547, -3.194, -4.646], [0.520, -1.939, -3.780], [1.023, -2.156, -2.345], [0.107, -2.810, -1.487], [0.109, -4.223, -1.576], [-0.826, -1.359, -3.814], [-0.267, -3.875, -4.400], [0.434, -2.926, -5.696], [1.490, -3.733, -4.533], [1.200, -1.214, -4.238], [1.184, -1.171, -1.898], [1.990, -2.675, -2.335], [1.113, -4.611, -1.772], [-0.579, -4.579, -2.345], [-0.233, -4.612, -0.617], [-0.819, -0.461, -3.337], [-1.431, -1.945, -3.244]], "forces_ev_per_angstrom": [[-0.3, -0.3, 0.4], [-0.3, 0.3, -0.2], [0.0, -0.3, -0.2], [0.7, -0.1, 0.1], [-0.2, -0.1, 0.1], [0.1, -0.2, -0.1], [-0.3, 0.0, -0.1], [0.6, -0.3, 0.1], [-0.3, 0.4, -0.4], [0.0, 0.0, -0.1], [0.2, -0.1, 0.1], [0.0, 0.1, -0.2], [0.2, 0.3, -0.1], [0.0, -0.2, -0.2], [-0.2, 0.0, 0.1], [0.1, 0.0, 0.1], [0.1, 0.2, 0.2], [-0.2, -0.1, -0.1], [-0.2, 0.0, 0.0], [0.2, -0.1, 0.0], [-0.1, 0.2, -0.1], [0.1, 0.1, 0.0], [0.0, 0.0, 0.0], [-0.1, 0.1, 0.0], [0.0, 0.2, -0.1], [0.2, -0.1, 0.1], [-0.3, 0.3, 0.0], [0.0, -0.1, 0.3], [-0.1, -0.2, 0.1], [0.2, -0.1, 0.2], [0.1, 0.0, -0.1], [-0.1, -0.1, 0.0], [0.1, 0.2, 0.0], [0.1, -0.1, -0.1], [-0.2, 0.1, 0.2], [0.1, 0.1, 0.2], [0.0, 0.0, 0.1], [0.0, 0.0, 0.0], [0.0, 0.0, 0.0], [0.0, 0.0, 0.1], [0.0, 0.0, 0.0], [0.0, -0.1, -0.1], [0.0, 0.0, 0.0], [0.1, 0.0, -0.1], [0.0, 0.0, 0.0], [0.0, 0.0, -0.1], [0.0, 0.0, -0.1]], "nbo_charge": [-0.614, -0.222, -0.603, -0.404, -0.744, 0.849, -0.779, -0.261, -0.637, 0.010, 0.214, 0.209, 0.193, 0.201, 0.210, 0.204, 0.200, 0.216, 0.198, 0.195, 0.211, -0.021, -0.067, -0.055, 0.216, 0.212, 0.216, 0.223, 0.208, 0.217, -0.614, -0.081, -0.071, -0.553, -0.247, -0.824, 0.202, 0.221, 0.203, 0.188, 0.180, 0.165, 0.169, 0.167, 0.190, 0.355, 0.355]}



Record 2
{"formula": "C12H31N5RhTe", "method": "ωB97M-V with the def2-TZVPD basis set", "s_squared": 6.013, "spin_multiplicity": 5, "molar_mass_g_mol": 475.921, "lumo_energy_ev": [-8.48, -12.11], "total_charge": 3, "species": ["Rh", "N", "C", "C", "N", "C", "C", "N", "H", "H", "H", "H", "H", "H", "H", "H", "H", "H", "H", "H", "H", "C", "Te", "C", "H", "H", "H", "H", "H", "H", "C", "C", "N", "C", "C", "N", "C", "C", "H", "H", "H", "H", "H", "H", "H", "H", "H", "H", "H", "H"], "xyz": [[-0.237, 0.310, -0.086], [-1.417, -1.569, 0.415], [-1.939, -1.436, 1.800], [-0.768, -1.243, 2.745], [0.019, -0.074, 2.324], [1.436, -0.074, 2.720], [2.235, 0.769, 1.745], [1.990, 0.263, 0.369], [-2.172, -1.827, -0.213], [-0.756, -2.344, 0.394], [-2.513, -2.316, 2.095], [-2.608, -0.575, 1.835], [-0.129, -2.128, 2.720], [-1.138, -1.143, 3.767], [-0.422, 0.768, 2.681], [1.808, -1.101, 2.707], [1.579, 0.308, 3.732], [3.295, 0.724, 1.998], [1.926, 1.814, 1.787], [2.232, -0.726, 0.343], [2.614, 0.727, -0.283], [-3.701, 2.627, 0.240], [-1.639, 2.602, 0.795], [-1.229, 4.454, -0.186], [-4.172, 3.358, 0.893], [-4.155, 1.653, 0.402], [-3.806, 2.934, -0.796], [-1.778, 4.511, -1.122], [-0.162, 4.572, -0.350], [-1.577, 5.229, 0.494], [-0.567, -1.247, -3.177], [-0.554, -1.241, -4.781], [0.000, 0.027, -5.141], [1.371, 0.179, -4.767], [1.370, 0.146, -3.163], [-0.002, 0.007, -2.689], [-0.808, 1.132, -3.159], [-0.819, 1.135, -4.766], [0.028, -2.086, -2.820], [-1.592, -1.355, -2.830], [-1.565, -1.346, -5.170], [0.064, -2.054, -5.159], [1.767, 1.127, -5.128], [1.975, -0.635, -5.163], [1.804, 1.071, -2.790], [1.965, -0.701, -2.825], [-0.379, 2.067, -2.802], [-1.830, 1.035, -2.796], [-0.405, 2.067, -5.147], [-1.833, 1.010, -5.141]], "forces_ev_per_angstrom": [[0.1, -0.3, 0.3], [0.2, 0.3, 0.0], [0.1, 0.0, 0.2], [-0.2, -0.1, 0.0], [-0.2, 0.3, -0.4], [0.2, 0.2, 0.0], [0.0, -0.1, 0.2], [-0.4, 0.0, 0.0], [0.0, 0.0, 0.0], [-0.1, -0.1, 0.0], [0.0, 0.0, 0.0], [0.0, 0.0, 0.0], [0.0, 0.0, 0.0], [0.1, 0.0, 0.0], [0.0, 0.0, 0.2], [-0.1, 0.0, 0.0], [0.0, -0.1, 0.0], [0.0, 0.0, 0.0], [0.0, 0.0, 0.0], [0.2, 0.0, 0.0], [0.0, 0.0, -0.1], [0.0, -0.1, 0.0], [-0.1, 0.1, 0.1], [0.1, 0.0, -0.1], [0.0, 0.0, 0.0], [0.0, 0.0, 0.0], [0.1, 0.0, 0.0], [0.0, -0.1, 0.0], [0.0, 0.0, 0.0], [0.0, 0.0, 0.0], [0.0, 0.1, 0.1], [-0.1, -0.2, -0.3], [0.0, 0.0, 0.4], [0.3, 0.0, -0.2], [-0.1, 0.0, 0.1], [-0.1, 0.2, 0.0], [0.1, -0.1, 0.0], [-0.1, 0.2, -0.3], [0.0, 0.0, 0.0], [0.0, 0.0, 0.0], [0.0, 0.1, 0.0], [0.0, 0.1, 0.0], [-0.1, 0.0, 0.0], [-0.1, 0.0, 0.0], [0.0, 0.0, 0.0], [0.0, 0.0, 0.0], [0.0, 0.0, 0.0], [0.0, 0.0, 0.0], [0.0, 0.0, 0.0], [0.0, -0.1, 0.0]], "nbo_charge": [0.996, -0.855, -0.233, -0.248, -0.636, -0.248, -0.234, -0.855, 0.409, 0.398, 0.246, 0.203, 0.215, 0.247, 0.397, 0.215, 0.248, 0.245, 0.211, 0.396, 0.408, -0.831, 0.576, -0.833, 0.271, 0.248, 0.244, 0.244, 0.251, 0.272, -0.232, -0.274, -0.045, -0.274, -0.233, -0.429, -0.239, -0.275, 0.243, 0.234, 0.267, 0.268, 0.265, 0.269, 0.236, 0.241, 0.239, 0.239, 0.266, 0.265]}



Record 3
{"formula": "C12H32B3N2O10", "method": "ωB97M-V with the def2-TZVPD basis set", "molar_mass_g_mol": 396.828, "lumo_energy_ev": -2.70, "total_charge": 1, "species": ["C", "C", "C", "O", "N", "B", "O", "O", "C", "C", "B", "O", "O", "O", "C", "B", "O", "O", "C", "C", "N", "H", "H", "H", "H", "H", "H", "H", "H", "H", "H", "H", "H", "H", "H", "H", "H", "H", "H", "H", "H", "H", "H", "C", "O", "C", "C", "O", "C", "H", "H", "H", "H", "H", "H", "H", "H", "H", "H"], "xyz": [[2.227, -0.772, -0.936], [1.097, -1.186, -1.961], [-0.169, -0.254, -1.744], [-1.074, -0.974, -0.909], [-2.126, -0.255, -0.308], [-1.516, 0.291, 1.022], [-1.997, 1.420, 1.695], [-0.420, -0.391, 1.577], [-2.581, 0.970, -1.067], [-4.087, 1.266, -0.630], [-4.372, 2.806, -1.082], [-5.323, 3.099, -2.068], [-3.671, 3.878, -0.457], [-4.867, 0.328, -1.347], [-4.436, -1.031, -1.164], [-4.071, -1.772, -2.575], [-4.293, -3.164, -2.713], [-3.560, -1.098, -3.695], [-3.248, -1.213, -0.109], [-3.815, -1.362, 1.333], [-3.012, -2.299, 2.179], [2.183, -1.389, -0.009], [3.243, -0.833, -1.387], [2.119, 0.283, -0.582], [1.446, -1.171, -3.011], [0.780, -2.215, -1.669], [-0.615, -0.127, -2.764], [0.218, 0.724, -1.395], [-1.387, 2.155, 1.539], [-0.695, -1.322, 1.660], [-2.692, 0.774, -2.161], [-1.940, 1.855, -0.883], [-4.223, 1.247, 0.477], [-6.107, 3.508, -1.685], [-3.831, 3.853, 0.494], [-5.351, -1.583, -0.814], [-4.834, -3.449, -1.967], [-2.794, -1.563, -4.052], [-2.850, -2.227, -0.367], [-4.799, -1.889, 1.216], [-4.087, -0.425, 1.866], [-3.188, -3.241, 1.830], [-3.431, -2.272, 3.107], [7.951, 1.108, 0.989], [7.151, 1.665, 2.023], [5.881, 2.095, 1.559], [4.794, 1.085, 1.895], [4.979, -0.135, 1.188], [5.570, -1.145, 1.992], [8.782, 0.579, 1.454], [7.390, 0.400, 0.375], [8.353, 1.907, 0.358], [5.905, 2.295, 0.483], [5.655, 3.036, 2.071], [3.828, 1.494, 1.582], [4.750, 0.907, 2.974], [4.826, -1.553, 2.685], [6.427, -0.771, 2.554], [5.909, -1.945, 1.334]], "forces_ev_per_angstrom": [[0.1, 0.1, -0.1], [-0.3, 0.3, 1.9], [1.5, -0.3, -2.6], [0.2, -0.8, -0.4], [0.0, 1.6, 0.3], [1.9, -0.2, 3.2], [0.4, -1.0, -2.0], [-2.5, 0.9, -0.9], [-1.8, 0.8, -0.3], [1.4, 0.6, -1.0], [-0.9, 1.2, -0.4], [1.2, -1.0, 1.3], [-1.2, -1.5, -0.4], [0.1, 0.0, 0.7], [-0.1, -0.1, -0.5], [0.1, -0.8, -1.5], [0.2, 2.2, 0.8], [0.2, -0.2, 2.0], [-2.1, -1.9, -0.3], [-1.1, -1.1, 0.3], [0.0, 1.0, -0.4], [0.2, 0.3, -0.8], [-0.7, -0.2, 0.4], [0.0, -0.7, -0.4], [-0.4, 0.1, 0.6], [0.2, 0.6, -0.7], [0.0, 0.2, 1.0], [-0.7, -0.5, 0.4], [-0.1, 0.2, 0.5], [0.5, -0.2, -0.1], [0.5, -0.2, 0.9], [-0.1, -0.8, 0.0], [0.1, -0.3, -0.6], [0.0, 0.5, -0.3], [0.5, 0.1, 0.1], [0.9, 0.3, 0.3], [0.1, -0.5, -0.1], [-0.3, -0.2, -0.5], [0.1, 0.9, 0.3], [0.6, 0.9, -0.4], [0.7, -0.4, -0.3], [0.2, 0.2, 0.1], [0.3, 0.0, 0.0], [0.1, 0.1, 0.1], [-0.1, -0.2, -0.3], [0.1, 0.0, 0.5], [0.0, 0.1, -0.5], [0.1, 0.0, 0.2], [-0.1, -0.1, -0.1], [0.0, 0.1, 0.1], [0.0, 0.0, 0.0], [0.0, -0.1, -0.1], [0.0, -0.1, 0.0], [0.0, 0.0, 0.0], [0.0, 0.0, 0.0], [0.1, 0.0, 0.0], [0.1, 0.0, 0.1], [0.0, 0.0, 0.0], [-0.1, 0.1, 0.0]], "nbo_charge": [-0.619, -0.418, -0.110, -0.361, -0.227, 1.338, -0.927, -0.889, -0.295, -0.251, 1.185, -0.906, -0.915, -0.505, -0.238, 1.119, -0.867, -0.904, -0.092, -0.271, -0.850, 0.223, 0.238, 0.197, 0.232, 0.226, 0.193, 0.197, 0.525, 0.527, 0.285, 0.250, 0.208, 0.516, 0.501, 0.220, 0.486, 0.507, 0.273, 0.215, 0.229, 0.367, 0.384, -0.257, -0.547, -0.089, -0.086, -0.560, -0.257, 0.195, 0.176, 0.172, 0.174, 0.186, 0.171, 0.180, 0.166, 0.188, 0.192]}



Record 4
{"formula": "C12H32BBrO3", "method": "ωB97M-V with the def2-TZVPD basis set", "molar_mass_g_mol": 315.101, "smiles": "CC(C)O.CC(C)O.CC(C)O.CCCBBr", "lumo_energy_ev": 0.48, "total_charge": 0, "species": ["C", "C", "C", "B", "Br", "H", "H", "H", "H", "H", "H", "H", "H", "C", "C", "C", "O", "H", "H", "H", "H", "H", "H", "H", "H", "C", "C", "C", "O", "H", "H", "H", "H", "H", "H", "H", "H", "C", "C", "C", "O", "H", "H", "H", "H", "H", "H", "H", "H"], "xyz": [[2.129, -0.416, -1.264], [1.668, 0.965, -1.756], [0.299, 1.390, -1.167], [-0.818, 0.551, -1.813], [-1.989, -0.524, -0.722], [2.513, -1.030, -2.078], [2.923, -0.315, -0.525], [1.318, -0.970, -0.786], [1.613, 0.981, -2.845], [2.402, 1.716, -1.462], [0.128, 2.445, -1.416], [0.332, 1.283, -0.081], [-0.970, 0.515, -2.990], [4.629, -2.666, 2.696], [4.455, -1.724, 1.515], [5.647, -1.763, 0.572], [4.197, -0.391, 1.955], [5.507, -2.380, 3.281], [3.758, -2.623, 3.349], [4.765, -3.695, 2.363], [3.555, -2.003, 0.964], [6.554, -1.450, 1.097], [5.492, -1.086, -0.268], [5.811, -2.769, 0.184], [4.966, -0.090, 2.451], [-4.238, -2.719, 1.959], [-3.599, -3.993, 1.427], [-2.214, -4.221, 2.011], [-3.555, -3.985, 0.001], [-3.627, -1.852, 1.692], [-5.229, -2.581, 1.529], [-4.328, -2.747, 3.045], [-4.238, -4.844, 1.671], [-1.552, -3.392, 1.743], [-1.781, -5.142, 1.620], [-2.250, -4.286, 3.100], [-2.990, -3.251, -0.265], [-3.086, 5.618, -2.743], [-2.365, 4.511, -1.993], [-2.861, 4.373, -0.563], [-0.951, 4.715, -2.023], [-2.915, 6.579, -2.250], [-2.717, 5.692, -3.766], [-4.161, 5.439, -2.772], [-2.515, 3.564, -2.517], [-2.683, 5.299, -0.008], [-2.332, 3.569, -0.051], [-3.930, 4.160, -0.533], [-0.765, 5.543, -1.569]], "forces_ev_per_angstrom": [[0.1, 0.0, 0.0], [-0.1, 0.1, 0.1], [0.3, -0.1, 0.0], [0.0, 0.0, 0.0], [-0.1, 0.0, -0.1], [0.0, 0.0, 0.0], [0.0, 0.0, 0.1], [0.0, 0.0, 0.0], [0.0, 0.0, 0.0], [0.1, 0.0, -0.1], [-0.1, 0.0, 0.0], [0.0, 0.1, 0.0], [-0.2, -0.1, 0.0], [0.0, 0.1, 0.0], [0.0, -0.1, 0.0], [0.0, 0.1, 0.0], [0.0, 0.0, 0.0], [0.0, 0.0, 0.0], [0.0, 0.0, 0.0], [0.0, 0.0, 0.0], [0.0, 0.0, 0.0], [0.0, 0.0, 0.0], [0.0, 0.0, 0.0], [0.0, 0.0, 0.0], [0.0, 0.0, 0.0], [0.0, 0.0, -0.1], [0.0, 0.0, 0.1], [0.0, 0.0, -0.1], [0.0, 0.0, 0.1], [0.0, 0.0, 0.0], [0.0, 0.0, 0.0], [0.0, 0.0, 0.0], [0.0, 0.0, 0.0], [0.0, 0.0, 0.0], [0.0, 0.0, 0.0], [0.0, 0.0, 0.0], [0.0, 0.0, -0.1], [0.1, 0.0, 0.0], [-0.1, 0.0, 0.0], [0.1, -0.1, 0.0], [0.0, -0.1, 0.0], [0.0, 0.0, 0.0], [0.0, 0.0, 0.0], [0.0, 0.0, 0.0], [0.0, 0.0, 0.0], [0.0, 0.0, 0.0], [0.0, 0.0, 0.0], [0.0, 0.0, 0.0], [0.0, 0.0, 0.0]], "nbo_charge": [-0.627, -0.375, -0.829, 0.501, -0.151, 0.209, 0.221, 0.202, 0.200, 0.209, 0.280, 0.226, -0.073, -0.629, 0.092, -0.631, -0.719, 0.196, 0.219, 0.212, 0.176, 0.197, 0.218, 0.212, 0.458, -0.631, 0.096, -0.631, -0.717, 0.199, 0.218, 0.209, 0.171, 0.200, 0.217, 0.209, 0.460, -0.630, 0.095, -0.632, -0.723, 0.197, 0.219, 0.213, 0.173, 0.198, 0.219, 0.214, 0.460]}